1.
Entry from the Open Molecules 2025 dataset: C46H49N5NaO5PS as an isolated structure at a distorted geometry (ωB97M-V/def2-TZVPD).

Last column: Löwdin charge in e.
Element x y z (Å)
1 Na 0.3218 -1.1035 -0.6596  0.074
2 C 7.5233 -0.7139 0.1601  -0.057
3 C 6.0495 -0.5306 0.4501  -0.259
4 C 5.5531 -0.7405 1.7542  0.030
5 C 4.2095 -0.5404 1.9224  -0.094
6 C 2.9803 -0.7008 2.7958  -0.201
7 N 2.8805 -0.0554 4.0308  0.023
8 C 3.2489 1.3510 4.1805  -0.183
9 C 2.2327 2.4041 3.7415  -0.153
10 C 0.8591 2.3307 4.4214  -0.151
11 N -0.0152 1.3182 3.8078  0.066
12 C -0.3676 1.3173 2.5281  -0.063
13 C -0.5311 2.3814 1.6536  -0.117
14 C -0.8260 3.7400 2.0063  0.007
15 C -1.1013 4.6698 1.0615  -0.266
16 C -1.5302 6.0744 1.4010  -0.055
17 C -0.9768 4.2824 -0.3161  0.026
18 C -0.6562 3.0323 -0.7320  -0.097
19 C -0.4339 2.7891 -2.1704  -0.122
20 N 0.1973 1.7908 -2.6098  0.074
21 C 0.4084 1.6566 -4.0331  -0.229
22 C 1.8814 1.3464 -4.2809  -0.165
23 C 2.2735 -0.0821 -3.8494  -0.193
24 N 3.2305 -0.1504 -2.7295  0.056
25 C 2.8509 0.1255 -1.5537  -0.113
26 C 3.7812 -0.0367 -0.4108  -0.101
27 C 5.1697 -0.2069 -0.5772  0.008
28 C 3.3735 -0.1648 0.8974  -0.201
29 O 2.1831 -0.1433 1.6036  0.016
30 C -0.4898 1.9687 0.2559  -0.299
31 O -0.3016 0.7853 -0.0473  -0.091
32 H 8.1322 -0.4587 1.0288  0.073
33 H 7.8409 -0.0866 -0.6724  0.075
34 H 7.7477 -1.7510 -0.1039  0.079
35 H 6.2135 -1.0468 2.5589  0.120
36 H 2.6650 -1.7357 2.9001  0.161
37 H 2.0671 -0.3303 4.5586  0.112
38 H 4.1707 1.5007 3.6172  0.121
39 H 3.4895 1.5105 5.2350  0.116
40 H 2.0847 2.3517 2.6607  0.110
41 H 2.6656 3.3827 3.9637  0.118
42 H 0.3810 3.3006 4.3649  0.092
43 H 0.9510 2.0823 5.4795  0.124
44 H 0.0376 0.3910 4.1970  0.129
45 H -0.5215 0.3264 2.1067  0.078
46 H -0.9295 4.0139 3.0504  0.107
47 H -1.5311 6.2363 2.4785  0.073
48 H -2.5379 6.2755 1.0291  0.079
49 H -0.8653 6.8143 0.9469  0.079
50 H -1.1210 5.0505 -1.0748  0.126
51 H -0.8153 3.5668 -2.8463  0.123
52 H 0.0896 2.5366 -4.6068  0.110
53 H -0.1941 0.8037 -4.3657  0.120
54 H 2.4932 2.0585 -3.7252  0.110
55 H 2.0967 1.4993 -5.3403  0.103
56 H 2.7496 -0.5852 -4.6871  0.102
57 H 1.3709 -0.6531 -3.5973  0.101
58 H 1.8317 0.4431 -1.3083  0.109
59 H 5.5540 -0.0970 -1.5871  0.120
60 O -0.6020 -3.9521 -1.6714  -0.076
61 C -1.1807 -2.9016 -2.0512  -0.634
62 O -0.6589 -1.7718 -2.2752  -0.095
63 C -2.6904 -2.9786 -2.1817  -0.132
64 C -3.2811 -3.9131 -3.0292  -0.023
65 C -4.6537 -3.9198 -3.2060  -0.079
66 C -5.4503 -3.0024 -2.5234  -0.082
67 C -4.8664 -2.0902 -1.6608  -0.094
68 C -3.4812 -2.0683 -1.4782  -0.299
69 P -2.6406 -0.8989 -0.3175  1.181
70 C -3.6068 -1.2209 1.2267  -0.352
71 C -4.2730 -2.4264 1.4531  -0.087
72 C -4.7896 -2.7376 2.7065  -0.082
73 C -4.6444 -1.8558 3.7676  -0.097
74 C -3.9664 -0.6606 3.5667  -0.088
75 C -3.4446 -0.3589 2.3170  -0.130
76 C -3.3651 0.6688 -0.9881  -0.323
77 C -4.1350 1.6030 -0.2982  -0.078
78 C -4.5531 2.7795 -0.9169  -0.089
79 C -4.2069 3.0424 -2.2327  -0.096
80 C -3.4313 2.1218 -2.9312  -0.095
81 C -3.0088 0.9554 -2.3136  -0.096
82 H -2.6528 -4.6224 -3.5546  0.117
83 H -5.1101 -4.6350 -3.8808  0.100
84 H -6.5256 -3.0057 -2.6632  0.100
85 H -5.4871 -1.3853 -1.1168  0.114
86 H -4.3932 -3.1359 0.6445  0.098
87 H -5.3061 -3.6789 2.8520  0.101
88 H -5.0405 -2.1041 4.7447  0.098
89 H -3.8325 0.0338 4.3885  0.099
90 H -2.8747 0.5561 2.1960  0.085
91 H -4.4412 1.4178 0.7196  0.088
92 H -5.1582 3.4885 -0.3629  0.100
93 H -4.5441 3.9518 -2.7167  0.099
94 H -3.1526 2.3172 -3.9614  0.105
95 H -2.3802 0.2498 -2.8511  0.104
96 N -0.3926 -3.1321 1.2127  0.136
97 C -0.5195 -2.1433 1.8118  0.008
98 H -0.3015 -3.8314 0.4826  0.074
99 C 2.1293 -5.1009 -1.1014  -0.242
100 S 2.0866 -3.4259 -1.7360  0.913
101 C 3.8798 -3.2888 -1.8663  -0.241
102 O 1.7682 -2.5356 -0.5511  -0.553
103 H 2.5822 -5.0577 -0.1073  0.065
104 H 2.7298 -5.7127 -1.7767  0.056
105 H 1.1075 -5.4750 -1.0655  0.038
106 H 4.2683 -4.0969 -2.4910  0.055
107 H 4.2949 -3.3339 -0.8560  0.064
108 H 4.1013 -2.3219 -2.3187  0.024

E_LUMO (eV): -0.2857
HOMO (eV): -7.33
Orbital gap (eV): 7.0
Calculated total energy (eV): -90724.570

***

2.
Entry from the Open Molecules 2025 dataset: C46H51BClMnN7O as an isolated structure at a distorted geometry (ωB97M-V/def2-TZVPD).

Last column: Löwdin charge in e.
Element x y z (Å)
1 Mn -0.9354 0.6007 -0.2848  0.673
2 Cl -4.3501 -2.6872 5.9546  0.613
3 C -3.4441 -2.0428 4.5999  -0.688
4 C -2.2387 -1.3899 4.8224  -0.116
5 C -1.5745 -0.8219 3.7385  -0.042
6 C -2.0690 -0.8747 2.4308  -0.358
7 O -1.5758 -0.1547 1.4364  -0.187
8 C -3.1814 -1.7516 2.2002  -0.190
9 C -3.5761 -2.2533 0.9430  -0.065
10 N -2.8657 -2.3935 -0.2486  0.062
11 C -1.3213 -2.4012 -2.0854  -0.164
12 C -2.1018 -3.5343 -2.6718  -0.028
13 C -2.7350 -3.4603 -3.8759  -0.084
14 C -2.7024 -2.2814 -4.6348  -0.009
15 C -2.0566 -1.1007 -4.1284  -0.151
16 C -1.9540 0.0616 -4.8908  -0.008
17 C -1.2955 1.1592 -4.3780  -0.038
18 C -0.8216 1.0870 -3.0850  -0.123
19 N -0.9607 0.0051 -2.3109  0.054
20 C -1.5082 -1.0961 -2.8292  -0.116
21 C -3.9044 -2.2292 3.3241  -0.089
22 H -1.8327 -1.3144 5.8239  0.099
23 H -0.6434 -0.3045 3.9179  0.101
24 H -4.5460 -2.7353 0.8967  0.106
25 H -2.1004 -4.4680 -2.1170  0.119
26 H -3.2603 -4.3262 -4.2643  0.108
27 H -3.1759 -2.2413 -5.6097  0.108
28 H -2.3658 0.0735 -5.8952  0.120
29 H -1.1529 2.0618 -4.9594  0.112
30 H -0.3151 1.9242 -2.6319  0.091
31 H -4.8006 -2.8194 3.1577  0.105
32 N -6.0732 2.4730 -0.2283  0.136
33 C -4.7298 2.6666 -0.4110  -0.360
34 C -3.8378 1.5787 -0.3945  -0.031
35 N -2.5441 1.7697 -0.5216  -0.023
36 C -2.1000 3.0382 -0.6526  -0.120
37 C -2.9902 4.0866 -0.6741  -0.104
38 N -4.3057 3.9142 -0.5621  0.127
39 H -6.4552 1.5544 -0.3643  0.097
40 H -6.6657 3.2520 -0.4575  0.099
41 H -4.1739 0.5550 -0.2504  0.123
42 H -1.0313 3.1965 -0.7185  0.097
43 H -2.6352 5.1070 -0.7670  0.113
44 C 0.9477 2.4581 4.3922  -0.045
45 C 0.1228 2.2071 3.1255  -0.379
46 C -1.3523 2.5321 3.3734  -0.055
47 C 0.6858 2.9842 1.9587  -0.132
48 C 0.4689 4.3607 1.9138  -0.039
49 C 0.9760 5.1405 0.8914  -0.072
50 C 1.7510 4.5442 -0.0917  -0.046
51 C 2.0098 3.1769 -0.0800  -0.129
52 C 2.9940 2.6331 -1.0959  -0.383
53 C 4.4229 2.8989 -0.6124  -0.052
54 C 2.8091 3.1826 -2.5126  -0.057
55 C 1.4452 2.3732 0.9457  -0.114
56 N 1.6583 0.9538 0.9539  0.012
57 B 1.0132 -0.0083 0.0528  -0.369
58 N 1.7676 -1.2452 0.3108  0.060
59 C 2.6504 -1.0026 1.3924  -0.093
60 C 2.6003 0.2880 1.7617  -0.065
61 C 1.9035 -2.4920 -0.4162  -0.072
62 C 0.8680 -3.4614 -0.4854  -0.129
63 C 1.1024 -4.6622 -1.1561  -0.051
64 C 2.3197 -4.9634 -1.7358  -0.072
65 C 3.3196 -4.0184 -1.6683  -0.050
66 C 3.1396 -2.7805 -1.0454  -0.104
67 C 4.3846 -1.8856 -1.1555  -0.355
68 C 4.1415 -0.3921 -1.3148  -0.071
69 C 5.4112 -2.1670 -0.0493  -0.055
70 C -0.5220 -3.3786 0.1484  -0.224
71 C -0.3870 -3.2437 1.6704  -0.010
72 C -1.4423 -2.3324 -0.5450  -0.241
73 H 0.5854 1.8287 5.2115  0.081
74 H 0.8652 3.5032 4.7079  0.081
75 H 2.0059 2.2378 4.2330  0.071
76 H 0.2001 1.1612 2.8608  0.090
77 H -1.4858 3.5727 3.6893  0.074
78 H -1.7520 1.8911 4.1595  0.076
79 H -1.9476 2.3590 2.4739  0.073
80 H -0.1171 4.8236 2.7021  0.110
81 H 0.7825 6.2085 0.8659  0.104
82 H 2.1871 5.1587 -0.8758  0.107
83 H 2.8459 1.5659 -1.1333  0.067
84 H 4.6191 3.9761 -0.5638  0.084
85 H 5.1526 2.4467 -1.2920  0.073
86 H 4.5819 2.4802 0.3860  0.084
87 H 3.0399 4.2507 -2.5744  0.072
88 H 1.7880 3.0402 -2.8694  0.064
89 H 3.4805 2.6617 -3.2038  0.083
90 H 3.2480 -1.7936 1.8204  0.120
91 H 3.1531 0.7803 2.5513  0.120
92 H 0.2966 -5.3906 -1.2035  0.111
93 H 2.4786 -5.9109 -2.2379  0.105
94 H 4.2820 -4.2255 -2.1293  0.115
95 H 4.8485 -2.2066 -2.0883  0.119
96 H 3.9488 0.0840 -0.3527  0.054
97 H 3.2981 -0.2035 -1.9860  0.092
98 H 5.0324 0.0769 -1.7477  0.088
99 H 5.0641 -1.7894 0.9131  0.057
100 H 6.3588 -1.6684 -0.2802  0.082
101 H 5.6045 -3.2383 0.0496  0.080
102 H -0.9843 -4.3505 -0.0350  0.124
103 H -0.0064 -2.2636 1.9564  0.074
104 H 0.3215 -4.0002 2.0198  0.096
105 H -1.3351 -3.4112 2.1823  0.084
106 H -1.0593 -1.4047 -0.2151  0.042
107 H -3.4130 -2.7914 -0.9855  0.103
108 H -0.2706 -2.6417 -2.2788  0.159

E_LUMO (alpha / beta) (eV): 0.0553 / -1.1859
HOMO (alpha / beta) (eV): -5.17 / -6.51
ΔE to the lowest compared entry with this formula, charge and spin (kJ/mol): 411.4
Orbital gap (alpha / beta) (eV): 5.2 / 5.3
Calculated total energy (eV): -105526.090
Multiplicity: 6

***

- The highest calculated total energy belongs to which entry?
  C46H49N5NaO5PS

***

- calculated total energy of number 1 (C46H49N5NaO5PS)?
  -90724.570 eV

***

- The highest calculated total energy belongs to which entry?
  C46H49N5NaO5PS

***

- Which of these has the lowest calculated total energy?
  C46H51BClMnN7O